# C20H20N2O3

A 2-piece molecular cluster, C20H20N2O3 overall (wB97M-V/def2-TZVPD, the OMol25 dataset).

Positions of all 45 atoms, in Å:
1 C 0.0767 -2.3566 2.7032
2 C 0.4846 -1.8732 1.3364
3 C 1.4707 -2.5887 0.6562
4 C 1.8894 -2.2362 -0.6140
5 C 1.3082 -1.1417 -1.2436
6 C 0.3379 -0.4192 -0.5704
7 C -0.0668 -0.7478 0.7208
8 C -1.0712 0.1625 1.3961
9 C -2.3707 0.2550 0.6546
10 C -2.7162 1.3665 -0.0658
11 C -3.9195 1.4356 -0.8036
12 C -4.7785 0.3760 -0.8332
13 C -4.4639 -0.7879 -0.0992
14 N -5.3296 -1.8397 -0.1150
15 C -5.0015 -2.8867 0.5917
16 C -3.8032 -2.9387 1.3532
17 N -2.9530 -1.9500 1.3870
18 C -3.2631 -0.8459 0.6533
19 H -0.9626 -2.1319 2.9305
20 H 0.7027 -1.9002 3.4727
21 H 0.2160 -3.4340 2.7688
22 H 1.9024 -3.4614 1.1310
23 H 2.6532 -2.8125 -1.1184
24 H 1.6169 -0.8203 -2.2290
25 H -0.1076 0.4441 -1.0517
26 H -1.2592 -0.1607 2.4166
27 H -0.6441 1.1654 1.4484
28 H -2.0479 2.2187 -0.0666
29 H -4.1488 2.3374 -1.3552
30 H -5.6961 0.3949 -1.4034
31 H -5.6750 -3.7369 0.5904
32 H -3.5708 -3.8264 1.9319
33 C 5.5376 2.5454 -0.7526
34 C 4.3071 2.9928 -1.4980
35 C 3.0584 3.1692 -0.6537
36 O 2.0117 2.8231 -1.5677
37 C 2.5283 2.0025 -2.5120
38 O 1.8838 1.3778 -3.2882
39 O 3.8761 1.9786 -2.4260
40 H 6.4026 2.5059 -1.4127
41 H 5.7553 3.2409 0.0585
42 H 5.3812 1.5514 -0.3332
43 H 4.5067 3.8977 -2.0784
44 H 2.9081 4.1843 -0.2964
45 H 3.0335 2.4709 0.1866

The multiplicity is 1. The value obtained for the HOMO energy is -8.60 eV. The value obtained for the LUMO energy is -0.052 eV.